Entry from the OMol25 dataset: an isolated molecule of C19H27N5O4S (the ωB97M-V functional and the def2-TZVPD basis).

The geometry in XYZ format:
```
56
Properties=species:S:1:pos:R:3:forces:R:3:nbo_charge:R:1
C 5.444 -1.160 -2.027 -0.002 -0.005 -0.006 -0.60
C 5.433 -0.255 -3.259 -0.001 0.002 0.005 -0.41
C 5.328 1.194 -2.906 -0.002 0.021 -0.010 -0.14
C 6.290 2.208 -2.995 0.015 0.003 0.013 -0.01
N 5.868 3.396 -2.560 -0.019 0.000 -0.006 -0.28
N 4.606 3.163 -2.178 0.020 0.010 -0.002 -0.16
C 3.748 4.078 -1.663 0.001 -0.007 -0.003 0.07
C 2.501 3.664 -1.336 -0.017 0.014 -0.073 -0.30
C 2.168 2.293 -1.538 0.028 0.007 0.133 0.16
C 0.750 1.866 -1.242 -0.026 -0.058 -0.132 0.65
O -0.156 2.529 -1.734 0.007 0.054 0.071 -0.63
N 0.545 0.770 -0.489 0.017 -0.020 -0.012 -0.42
C 1.585 0.054 0.236 -0.003 0.006 0.000 -0.40
C -0.815 0.225 -0.373 0.005 0.000 0.009 -0.05
C -1.368 -0.258 -1.706 -0.007 0.004 0.004 -0.63
C -1.753 1.214 0.335 -0.008 -0.010 -0.002 -0.23
N -2.878 0.521 0.941 -0.004 -0.001 0.000 -0.61
C -2.697 -0.235 2.046 0.016 0.000 -0.012 0.70
O -1.657 -0.241 2.680 -0.004 0.003 0.003 -0.63
C -3.900 -1.095 2.458 -0.005 0.018 0.019 -0.38
C -5.213 -0.314 2.446 0.006 -0.006 -0.005 -0.61
C -3.667 -1.793 3.801 0.019 0.006 -0.011 -0.41
C -4.425 -3.123 3.777 -0.016 -0.007 -0.005 -0.41
C -4.020 -3.814 2.481 -0.006 0.010 0.009 -0.66
S -3.992 -2.498 1.265 -0.012 -0.023 -0.008 2.16
O -5.261 -2.443 0.582 0.014 0.002 -0.002 -0.94
O -2.775 -2.564 0.494 -0.007 -0.006 0.003 -0.94
N 2.991 1.409 -2.027 -0.009 0.002 0.004 -0.41
C 4.228 1.841 -2.366 0.002 -0.021 0.004 0.29
H 5.513 -2.211 -2.312 0.000 0.001 0.002 0.21
H 6.290 -0.925 -1.380 0.001 0.001 0.000 0.20
H 4.529 -1.024 -1.449 0.000 0.000 0.000 0.21
H 6.342 -0.410 -3.845 0.001 -0.001 0.000 0.21
H 4.595 -0.532 -3.903 0.000 -0.003 0.000 0.22
H 7.299 2.123 -3.369 -0.003 -0.010 -0.002 0.21
H 4.133 5.082 -1.557 -0.005 0.002 0.002 0.23
H 1.763 4.350 -0.952 0.003 0.003 0.001 0.25
H 2.478 0.662 0.334 0.001 0.000 0.000 0.22
H 1.212 -0.179 1.234 0.001 0.001 0.003 0.21
H 1.854 -0.875 -0.272 -0.002 0.000 0.003 0.20
H -0.720 -0.637 0.288 0.002 0.001 -0.001 0.23
H -2.318 -0.769 -1.541 -0.001 0.002 -0.006 0.22
H -1.514 0.574 -2.393 0.001 -0.007 -0.002 0.23
H -0.686 -0.978 -2.160 -0.001 -0.001 -0.001 0.22
H -1.208 1.730 1.125 0.000 0.004 0.000 0.22
H -2.131 1.954 -0.365 0.002 0.006 0.007 0.23
H -3.711 0.390 0.393 0.002 0.000 0.001 0.40
H -5.098 0.579 3.061 -0.002 0.000 0.002 0.23
H -5.518 -0.016 1.445 -0.001 0.001 0.000 0.23
H -6.021 -0.920 2.854 -0.004 0.001 -0.001 0.22
H -2.598 -1.966 3.924 -0.003 0.001 0.003 0.25
H -3.992 -1.147 4.616 -0.004 -0.007 0.005 0.23
H -4.176 -3.739 4.640 0.002 0.003 0.003 0.23
H -5.504 -2.960 3.790 0.002 -0.001 0.007 0.21
H -3.009 -4.216 2.530 0.004 0.007 -0.010 0.25
H -4.713 -4.572 2.124 0.003 -0.002 -0.004 0.26
```
Forces are in eV/Å.

Orbital gap (eV): 8.618
HOMO (eV): -8.36
SMILES: CCc1cnn2ccc(C(=O)N(C)[C@H](C)CNC(=O)[C@]3(C)CCCS3(=O)=O)nc12
Energy above the lowest of the compared OMol25 structures with the same formula, charge and spin (kcal/mol): 53.44



Entry from the OMol25 dataset: an isolated molecule of C19H27NO3 (the ωB97M-V functional and the def2-TZVPD basis).

The geometry in XYZ format:
```
50
Properties=species:S:1:pos:R:3:forces:R:3:nbo_charge:R:1
C -7.124 0.690 -1.941 -0.191 -0.176 0.049 -0.61
C -7.694 -0.573 -1.308 0.230 -0.049 -0.020 -0.39
C -6.767 -1.235 -0.287 -0.279 0.090 0.059 -0.40
C -6.495 -0.387 0.962 0.449 -0.068 -0.204 -0.42
C -5.179 0.382 0.887 -0.405 0.265 0.164 -0.07
O -4.128 -0.569 0.902 0.089 -0.202 0.013 -0.52
C -2.851 -0.145 0.796 0.386 -0.079 -0.035 0.41
C -2.450 1.187 0.698 -0.371 -0.033 0.031 -0.34
C -1.108 1.489 0.591 0.301 -0.161 -0.015 -0.12
C -0.130 0.495 0.576 -0.544 0.255 0.036 -0.21
C 1.282 0.914 0.451 0.252 -0.178 -0.020 0.59
O 1.595 2.087 0.397 0.000 -0.044 -0.001 -0.56
C 2.319 -0.186 0.389 0.448 0.335 -0.050 -0.49
C 3.728 0.374 0.224 -0.321 -0.312 0.059 -0.50
C 4.756 -0.742 0.200 -0.078 0.410 -0.011 0.69
O 4.468 -1.917 0.340 -0.176 -0.351 0.067 -0.64
N 6.030 -0.345 0.013 0.328 -0.155 -0.026 -0.43
C 6.498 1.008 -0.212 -0.104 0.523 -0.075 -0.21
C 8.022 0.876 -0.234 -0.068 -0.039 -0.086 -0.41
C 8.234 -0.543 -0.761 -0.083 0.039 0.152 -0.41
C 7.111 -1.314 -0.079 0.058 -0.423 -0.010 -0.21
C -0.540 -0.838 0.679 0.063 0.247 -0.022 -0.16
C -1.875 -1.149 0.787 -0.325 -0.002 0.025 -0.28
H -7.026 1.486 -1.208 0.062 0.147 0.035 0.20
H -7.783 1.042 -2.732 -0.004 0.111 -0.062 0.21
H -6.147 0.491 -2.377 0.135 0.043 -0.054 0.20
H -7.901 -1.299 -2.098 -0.094 0.002 0.015 0.20
H -8.645 -0.336 -0.825 -0.073 -0.060 -0.015 0.19
H -7.229 -2.176 0.019 0.083 -0.053 -0.022 0.21
H -5.815 -1.482 -0.761 0.036 -0.111 -0.036 0.21
H -7.308 0.323 1.120 -0.036 0.055 0.072 0.21
H -6.439 -1.035 1.837 -0.043 0.080 0.080 0.22
H -5.126 0.979 -0.031 0.039 -0.017 0.072 0.18
H -5.088 1.053 1.753 0.060 -0.043 -0.133 0.18
H -3.172 1.987 0.707 -0.081 0.038 0.000 0.22
H -0.788 2.518 0.515 0.020 0.062 -0.005 0.23
H 2.271 -0.781 1.303 -0.084 -0.091 -0.078 0.24
H 2.090 -0.854 -0.444 -0.067 -0.084 0.098 0.24
H 3.949 1.056 1.048 0.051 0.069 -0.109 0.23
H 3.791 0.952 -0.701 0.064 0.094 0.080 0.23
H 6.126 1.385 -1.173 0.038 0.060 0.084 0.19
H 6.154 1.683 0.576 0.018 0.016 -0.099 0.21
H 8.419 0.958 0.778 0.018 0.032 0.029 0.20
H 8.491 1.635 -0.856 0.009 0.065 0.048 0.22
H 8.103 -0.564 -1.843 0.012 -0.025 -0.043 0.20
H 9.217 -0.940 -0.519 0.032 -0.039 -0.048 0.22
H 7.404 -1.639 0.926 0.011 -0.068 -0.086 0.19
H 6.772 -2.190 -0.634 0.071 0.037 0.095 0.22
H 0.182 -1.638 0.676 0.092 -0.094 -0.006 0.22
H -2.203 -2.174 0.868 -0.029 -0.119 0.008 0.22
```
Forces are in eV/Å.

Orbital gap (eV): 9.347
HOMO (eV): -8.65
SMILES: CCCCCOc1ccc(C(=O)CCC(=O)N2CCCC2)cc1
Energy above the lowest of the compared OMol25 structures with the same formula, charge and spin (kcal/mol): 35.53



Entry from the OMol25 dataset: a structure of composition C19H28BN7SiSr at a distorted geometry (the ωB97M-V functional and the def2-TZVPD basis).

The geometry in XYZ format:
```
57
Properties=species:S:1:pos:R:3:forces:R:3:nbo_charge:R:1
C -3.087 1.604 1.578 0.161 1.058 -1.009 -0.04
N -2.051 1.828 0.738 -0.692 -0.051 -0.065 -0.46
N -2.463 2.843 -0.122 0.678 -0.742 0.574 -0.34
C -3.689 3.271 0.232 0.153 -0.796 0.429 0.03
C -4.133 2.498 1.301 0.349 0.101 -0.305 -0.33
B -1.594 3.322 -1.324 0.025 0.735 1.297 0.55
N -0.177 3.742 -0.830 0.411 -0.902 0.576 -0.34
N 0.670 2.863 -0.155 0.538 0.661 -0.446 -0.46
C 1.838 3.534 0.010 -1.306 0.443 -0.520 -0.04
C 1.725 4.840 -0.499 -0.051 -0.094 0.006 -0.33
C 0.435 4.931 -1.007 0.339 -0.498 0.102 0.03
Sr 0.264 0.635 1.248 -3.555 0.346 -2.034 1.85
N -1.467 2.161 -2.352 -0.866 0.152 -2.612 -0.27
N -0.915 0.981 -1.928 0.638 -2.189 -0.948 -0.13
C -0.917 0.142 -2.970 0.226 0.298 1.231 -0.08
C -1.484 0.779 -4.094 0.485 -1.527 -0.200 -0.03
C -1.823 2.064 -3.651 0.206 1.959 3.080 0.13
H -0.513 -0.871 -2.884 -0.268 0.525 -0.057 0.25
H -2.280 2.896 -4.154 -0.080 0.103 -0.164 0.27
H -1.617 0.353 -5.070 -0.089 0.049 -0.241 0.26
H -2.129 4.247 -1.861 0.030 -0.047 -0.046 -0.01
H -0.094 5.755 -1.480 0.242 -0.261 0.109 0.25
H -4.151 4.090 -0.293 -0.104 -0.020 -0.032 0.24
H 2.479 5.613 -0.502 -0.113 -0.093 0.032 0.26
H -5.074 2.567 1.802 -0.238 0.076 0.138 0.25
H 2.705 3.071 0.473 -0.264 0.096 -0.037 0.21
H -3.062 0.825 2.331 0.094 0.210 -0.129 0.22
H 2.608 0.699 0.695 -0.032 -0.009 0.755 0.22
C 2.674 0.426 1.775 1.394 0.569 0.665 -0.91
H 3.631 0.815 2.128 0.029 -0.330 -0.134 0.29
H 1.949 0.938 2.465 1.546 -0.352 -0.239 0.16
H 2.649 -0.667 1.885 -0.086 0.326 0.087 0.26
C -1.987 -1.712 2.162 0.106 0.182 -0.259 -1.15
Si -0.557 -2.831 1.663 -0.557 -1.270 0.996 1.74
C 0.424 -3.254 3.203 0.082 0.111 -0.035 -1.12
C -1.242 -4.389 0.891 -0.002 0.084 -0.284 -1.12
N 0.445 -1.918 0.580 0.949 0.414 -1.283 -1.00
C 1.463 -2.356 -0.198 -0.500 0.381 0.409 0.25
C 1.954 -1.496 -1.239 0.776 0.047 -0.176 -0.25
C 3.142 -1.790 -1.910 -0.761 0.435 0.083 -0.20
C 3.841 -2.975 -1.623 -0.016 0.134 -0.001 -0.12
C 3.343 -3.864 -0.662 -0.442 -0.088 0.229 -0.19
C 2.162 -3.589 0.018 0.417 -0.197 -0.139 -0.21
H -2.708 -2.312 2.737 0.206 0.208 -0.094 0.29
H -2.519 -1.312 1.284 0.084 -0.075 0.239 0.25
H -1.696 -0.871 2.817 -0.100 -0.204 -0.044 0.20
H -0.179 -3.885 3.872 0.171 0.198 -0.128 0.27
H 1.346 -3.798 2.958 -0.206 0.103 0.145 0.25
H 0.704 -2.344 3.755 0.001 -0.227 0.019 0.23
H -1.888 -4.146 0.034 0.119 -0.124 0.178 0.25
H -0.447 -5.055 0.531 -0.207 0.125 0.093 0.25
H -1.846 -4.949 1.620 0.175 0.202 -0.162 0.27
H 1.371 -0.594 -1.480 0.395 -0.354 0.145 0.20
H 3.520 -1.089 -2.663 -0.153 -0.392 0.274 0.24
H 4.768 -3.198 -2.155 -0.312 0.060 0.220 0.25
H 3.888 -4.783 -0.445 -0.176 0.236 -0.068 0.25
H 1.789 -4.288 0.768 0.147 0.218 -0.221 0.23
```
Forces are in eV/Å.

Orbital gap (alpha / beta) (eV): 6.532 / 4.332
HOMO (alpha / beta) (eV): -14.34 / -14.26
Charge: +2



no.,molecular weight (g mol⁻¹),E (hartree)
1,421.5,-1713.1627
2,317.4,-1020.6924
3,481.0,-1468.6881